No. 1
{
  "formula": "C18H22IN3Re",
  "method": "wB97M-V/def2-TZVPD",
  "species": ["C", "C", "H", "H", "H", "H", "H", "H", "C", "C", "C", "C", "H", "H", "H", "H", "N", "C", "C", "N", "C", "C", "C", "H", "H", "C", "H", "H", "Re", "I", "C", "C", "C", "C", "C", "C", "N", "H", "H", "H", "H", "H", "H", "H", "H"],
  "xyz": [[-1.49378, -1.53768, -4.83936], [-1.73291, -0.05765, -5.12378], [-0.60180, -1.88430, -5.36894], [-2.34480, -2.10795, -5.21199], [-1.36969, -1.77272, -3.77423], [-1.03265, 0.61664, -4.62711], [-1.62781, 0.09656, -6.19900], [-2.75066, 0.24582, -4.86069], [1.99864, -2.32164, 0.54808], [3.03732, -2.71955, 1.36842], [3.88429, -1.76414, 1.94468], [3.70154, -0.41968, 1.68372], [1.30402, -2.99168, 0.05191], [3.17710, -3.79208, 1.53568], [4.70440, -2.07521, 2.58338], [4.31687, 0.38925, 2.09105], [1.79933, -0.98655, 0.26914], [2.66061, -0.06251, 0.82559], [2.18465, 1.25739, 0.65898], [1.01320, 1.27044, -0.06667], [0.25781, 2.41527, -0.12631], [1.87421, 3.54291, 1.31375], [0.69019, 3.54122, 0.56270], [-0.66371, 2.33460, -0.71918], [0.07574, 4.43061, 0.50063], [2.63155, 2.39741, 1.34506], [3.56415, 2.32608, 1.90920], [2.18727, 4.44545, 1.85304], [0.03032, -0.47814, -0.56367], [-1.07006, -2.79314, -1.45824], [0.03067, -0.05721, 2.95076], [-1.25861, -0.12553, 2.28038], [-2.55459, -0.09433, 2.81754], [-3.46397, -0.09990, 1.73837], [-2.71222, -0.13143, 0.55839], [-3.10576, -0.14110, -0.83977], [-1.36561, -0.19312, 0.87565], [0.68067, -0.90820, 2.70508], [-0.15184, -0.07092, 4.04354], [0.54595, 0.89370, 2.75241], [-2.77971, -0.03015, 3.87937], [-4.55134, -0.11627, 1.74467], [-3.07339, -1.16979, -1.25263], [-4.15860, 0.16869, -0.90237], [-2.48702, 0.53052, -1.45721]],
  "homo_lumo_gap_ha": [0.2424, 0.2166],
  "fmax_ha_per_bohr": 0.053,
  "homo_energy_ev": [-14.68, -14.79],
  "total_charge": 2,
  "total_energy_ev": -33707.058,
  "multiplicity": 4
}


No. 2
{
  "formula": "C18H22N2O2S",
  "method": "wB97M-V/def2-TZVPD",
  "species": ["C", "H", "H", "H", "C", "N", "C", "C", "C", "C", "C", "C", "C", "C", "C", "O", "H", "S", "C", "C", "O", "N", "C", "H", "C", "C", "C", "C", "H", "H", "H", "H", "H", "H", "H", "H", "H", "H", "H", "H", "H", "H", "H", "H", "H"],
  "xyz": [[-5.50807, -1.29559, -1.48264], [-6.51718, -1.66217, -1.65032], [-5.44369, -0.26719, -1.83139], [-4.81794, -1.90201, -2.06381], [-5.16002, -1.40300, -0.00115], [-3.81591, -0.92077, 0.27326], [-3.54713, 0.41959, 0.39977], [-4.55391, 1.38950, 0.28476], [-4.26956, 2.72887, 0.42167], [-2.97131, 3.15796, 0.67465], [-1.96766, 2.22694, 0.78865], [-2.22865, 0.85996, 0.65579], [-1.18917, -0.12856, 0.77584], [-1.49224, -1.43748, 0.63482], [-2.83104, -1.89935, 0.35932], [-3.10722, -3.07890, 0.21105], [-0.76394, -2.22688, 0.71456], [0.43730, 0.47063, 1.09958], [1.42930, -1.05659, 1.22785], [2.87269, -0.69449, 1.55562], [3.31052, -0.86430, 2.67730], [3.61835, -0.20232, 0.54791], [3.15944, -0.03089, -0.81797], [3.14683, -0.99914, -1.33851], [4.08034, 0.93120, -1.56040], [5.50396, 0.37377, -1.65330], [5.85285, -0.42549, -0.39040], [5.02680, 0.05921, 0.79342], [5.29635, -0.46975, 1.71013], [5.18663, 1.13031, 0.95933], [6.91295, -0.32958, -0.15715], [5.64379, -1.48560, -0.54529], [5.59517, -0.27117, -2.52855], [6.20276, 1.20121, -1.78208], [3.67820, 1.10914, -2.55824], [4.08264, 1.88517, -1.03164], [2.14586, 0.37704, -0.81700], [1.03725, -1.64171, 2.05943], [1.35582, -1.60658, 0.29004], [-0.95344, 2.53894, 0.98713], [-2.75582, 4.20952, 0.78043], [-5.06692, 3.45111, 0.32936], [-5.57175, 1.09953, 0.08636], [-5.16637, -2.45646, 0.29097], [-5.87686, -0.86365, 0.62086]],
  "homo_lumo_gap_ha": 0.3172,
  "fmax_ha_per_bohr": 0.014,
  "homo_energy_ev": -8.44,
  "total_energy_ev": -36934.808,
  "relative_energy_kcal_mol": 0.0,
  "multiplicity": 1
}